[1]
98
Properties=species:S:1:pos:R:3:forces:R:3 method="wB97M-V/def2-TZVPD" lumo_ev="-2.22 / -3.41" multiplicity=4 de_lowest_kj_mol=174.3 largest_force_ha_per_bohr=0.1200 total_charge=+1 orbital_gap_ev="5.309 / 5.868" mol_weight_g_mol=688.79 homo_ev="-7.5 / -9.3" e_tot_ev=-111189.46996
C 2.5821 1.2905 0.6384 -0.24 0.72 -0.22
C 0.9801 2.5735 -0.5562 1.16 -0.09 0.13
C 3.4158 2.3960 0.6621 0.17 0.41 0.25
C 1.9253 3.6071 -0.7716 -0.56 -0.21 0.38
C 3.0927 3.5590 -0.0371 0.11 0.10 -0.42
H 4.3093 2.3484 1.2685 0.16 0.01 -0.15
H 1.6118 4.4730 -1.3749 0.32 -0.39 0.44
H 3.7414 4.4313 -0.0348 0.10 -0.28 0.05
N 1.3557 1.3865 0.0705 0.48 1.77 -0.15
P 2.0110 -1.3767 0.5660 0.22 -0.43 0.04
P -1.6345 1.6677 -0.3166 -0.10 0.88 0.28
C 3.0381 -0.0151 1.2500 0.16 0.00 0.02
H 4.1107 -0.1896 1.0850 -0.23 0.29 -0.19
H 2.9587 0.0015 2.3463 -0.30 0.15 -0.28
C -1.1774 -1.3735 0.7075 1.40 -0.80 -3.28
O -1.5099 -2.4611 0.2613 -0.76 -0.17 1.60
C -0.3804 2.8556 -0.9201 0.57 -3.31 -2.21
H -0.4894 3.1269 -1.9724 -0.02 0.80 0.32
C -3.0603 1.3656 -1.6300 0.55 0.59 0.54
C -2.0668 3.0974 0.8720 -0.57 -0.37 -0.39
C 3.0472 -1.9514 -0.9311 0.14 -0.39 0.58
C 2.0759 -2.6325 2.0015 0.42 -0.03 -0.48
C -3.1609 -0.1407 -1.9189 0.14 0.03 0.05
H -3.3332 -0.7212 -1.0021 0.05 0.12 -0.24
H -4.0138 -0.2975 -2.5973 0.17 0.02 0.19
H -2.2648 -0.5312 -2.4106 -0.21 0.04 0.17
C -4.3983 1.8125 -1.0370 -0.11 0.02 -0.11
H -4.6174 1.2825 -0.1014 0.00 0.16 -0.22
H -4.4370 2.8961 -0.8708 -0.02 -0.28 -0.02
H -5.1872 1.5547 -1.7590 0.12 0.07 0.16
C -2.7935 2.1206 -2.9314 -0.20 -0.15 -0.09
H -3.6425 1.9000 -3.6011 0.35 0.14 0.01
H -2.7507 3.2096 -2.7930 0.01 -0.28 -0.07
H -1.8688 1.7684 -3.4083 -0.28 0.19 0.02
C -3.2719 2.7600 1.7303 -0.27 0.20 0.51
H -3.2597 1.7175 2.0580 -0.09 0.17 0.01
H -3.2267 3.3950 2.6203 -0.24 -0.05 0.05
H -4.2127 2.9616 1.2206 0.10 -0.07 0.15
C -0.8637 3.2980 1.8058 0.13 0.09 0.09
H -0.5865 2.3777 2.3320 -0.10 0.08 -0.01
H 0.0234 3.6693 1.2892 -0.16 -0.06 0.12
H -1.1225 4.0644 2.5449 -0.06 -0.14 0.00
C -2.3106 4.3667 0.0200 -0.22 0.52 0.07
H -2.2355 4.2292 -1.0663 -0.15 -0.07 0.43
H -3.3093 4.7814 0.2003 0.20 0.07 0.16
H -1.5556 5.1229 0.2664 -0.25 0.05 0.00
C 1.3617 -3.9195 1.5592 -0.17 -0.16 0.13
H 1.1844 -4.5575 2.4398 0.09 0.12 -0.16
H 0.3875 -3.7181 1.0936 0.24 0.00 0.06
H 1.9670 -4.5048 0.8547 -0.14 0.19 0.24
C 1.3182 -1.9982 3.1777 -0.31 0.00 -0.13
H 1.8347 -1.1198 3.5816 -0.10 -0.17 -0.01
H 0.3087 -1.6892 2.8778 0.34 -0.05 0.09
H 1.2182 -2.7341 3.9907 0.12 0.13 -0.20
C 3.4970 -2.9690 2.4785 0.01 -0.22 0.28
H 3.4256 -3.4741 3.4548 0.05 0.12 -0.18
H 4.0188 -3.6578 1.8068 -0.17 0.25 0.23
H 4.1156 -2.0743 2.6185 -0.08 -0.17 -0.01
C 3.2876 -0.7825 -1.9008 -0.09 0.12 -0.04
H 4.0215 -1.0945 -2.6579 -0.08 0.04 0.24
H 2.3870 -0.5028 -2.4442 0.23 -0.05 0.21
H 3.6727 0.1132 -1.4031 0.08 -0.10 -0.07
C 2.2414 -3.0466 -1.6471 0.04 -0.08 -0.23
H 1.2347 -2.6990 -1.9084 0.20 -0.10 0.11
H 2.7578 -3.3177 -2.5796 -0.07 0.03 0.15
H 2.1463 -3.9611 -1.0493 0.05 0.28 -0.17
C 4.4279 -2.4900 -0.5258 0.14 -0.21 -0.33
H 4.9849 -1.7886 0.1076 -0.09 -0.19 -0.08
H 4.3750 -3.4649 -0.0302 -0.02 0.29 -0.13
H 5.0228 -2.6338 -1.4409 -0.09 0.01 0.21
Co 0.1045 -0.1067 0.0531 -0.47 -0.48 2.01
N 0.0402 -0.5694 -1.7354 1.37 2.27 -5.57
C 0.3098 -0.0011 -2.7498 -1.97 -1.14 4.14
C 0.4319 0.6949 -3.9676 0.95 0.98 -2.36
C 0.3032 -0.1953 -5.0515 0.22 -0.21 0.48
C 0.8390 2.0497 -4.2901 0.16 -0.74 -0.17
C 0.6555 0.1194 -6.3485 -0.41 -0.11 0.11
H -0.0139 -1.2098 -4.8159 0.08 0.14 -0.13
C 1.1482 2.3519 -5.6329 -0.17 0.01 -0.17
H 0.9633 2.8709 -3.5648 -0.10 -0.85 -0.17
C 1.0719 1.4090 -6.6659 -0.19 -0.79 0.35
H 0.5608 -0.7119 -7.0419 0.15 0.49 -0.35
H 1.4745 3.3455 -5.9613 -0.20 -0.22 0.68
H 1.3237 1.6184 -7.7060 0.04 0.30 0.42
C -2.7280 -4.1269 3.8377 -0.02 -0.41 0.13
N -2.4858 -3.0086 2.9407 0.22 0.95 -0.02
C -2.2044 -1.7592 3.3021 -0.75 0.84 -0.94
S -1.8370 -0.4839 2.0648 -1.43 -1.17 2.82
N -2.2174 -1.2864 4.5481 0.37 0.22 0.06
C -2.8419 -1.8740 5.7305 0.19 -0.10 0.27
H -1.9037 -4.2568 4.5523 -0.26 0.02 -0.25
H -2.7940 -5.0289 3.2243 0.01 0.17 0.15
H -3.6766 -3.9964 4.3707 0.30 -0.21 -0.12
H -2.4417 -3.1907 1.9341 0.11 0.22 0.08
H -1.8400 -0.3388 4.6250 -0.39 -0.59 0.02
H -2.2586 -2.7340 6.0824 -0.33 0.27 0.08
H -2.8383 -1.1069 6.5090 -0.05 -0.20 -0.13
H -3.8804 -2.1673 5.5276 0.35 0.15 0.09


[2]
118
Properties=species:S:1:pos:R:3:forces:R:3 method="wB97M-V/def2-TZVPD" lumo_ev="0.53 / 0.16" multiplicity=3 largest_force_ha_per_bohr=0.0330 total_charge=0 orbital_gap_ev="8.626 / 8.362" mol_weight_g_mol=854.95 homo_ev="-8.1 / -8.2" e_tot_ev=-166499.41004
C 4.0360 0.4535 4.7930 -0.19 0.43 -0.52
C 3.9189 0.9477 3.3320 -0.21 -0.41 0.50
C 3.5916 -0.1837 2.3655 0.31 0.19 -0.08
C 4.5642 -1.3710 2.4635 -0.39 0.31 -0.47
N 4.9028 -1.8985 1.1198 0.14 -0.64 0.33
Si 3.9683 -3.2406 0.5899 -0.65 0.59 -0.01
Br 4.9778 -3.9593 -1.2807 -0.03 -0.05 0.21
C 2.2377 -2.6524 0.2280 0.37 -0.38 -0.02
C 1.5255 -3.3721 -0.9342 0.12 0.34 0.02
C 0.1005 -3.6187 -0.5854 0.53 -0.59 0.16
O -0.7913 -3.0188 -1.0888 -1.11 0.76 -0.43
N -0.1196 -4.6072 0.4389 -0.13 0.26 0.47
C -1.0139 -4.2391 1.4736 -0.41 -0.31 0.30
C -1.8115 -5.2215 2.0679 -0.32 0.17 0.38
C -2.6716 -4.9105 3.1215 0.42 0.66 -0.26
C -2.7531 -3.6004 3.5922 0.32 0.04 -0.27
C -1.9555 -2.6145 3.0133 0.21 -0.71 -0.42
C -1.0900 -2.9385 1.9648 -0.22 0.09 0.32
O 3.7932 -4.4454 1.7110 0.90 -0.03 -0.62
Si 5.0034 -5.5164 2.1046 0.18 -0.07 0.77
C 6.6924 -4.7104 2.1559 -0.49 -0.12 -0.47
C 4.6291 -6.1467 3.8306 -0.01 -0.30 -0.31
C 3.5918 -7.2537 3.8922 -0.16 0.47 0.33
O 3.4460 -7.7927 5.2045 0.06 -0.21 -0.10
C 5.1181 -6.9868 0.9326 -0.22 0.34 0.08
Cl 6.6804 -7.7685 0.9306 0.16 -0.04 0.03
C 4.1804 -7.5243 0.1633 0.03 -0.13 0.03
C 4.3376 -8.7024 -0.7299 -0.04 0.28 -0.31
Cl 2.5787 -6.8591 0.2047 -0.20 0.10 0.05
H 3.5398 1.1512 5.4570 0.02 0.13 0.24
H 5.0675 0.3642 5.1096 0.18 -0.20 0.12
H 3.5253 -0.4964 4.8970 0.00 -0.27 0.17
H 4.8336 1.4365 3.0136 0.23 0.14 -0.01
H 3.1268 1.6877 3.2950 -0.12 0.18 -0.20
H 2.5640 -0.5021 2.5245 -0.18 -0.13 0.01
H 3.6630 0.1915 1.3486 -0.10 0.08 -0.20
H 5.4687 -1.0432 2.9612 0.29 -0.03 0.06
H 4.1114 -2.1501 3.0735 0.10 -0.17 0.26
H 5.8972 -2.0166 0.9904 0.05 0.15 -0.03
H 2.2871 -1.5853 0.0459 -0.07 0.22 -0.11
H 1.6961 -2.7832 1.1644 -0.10 -0.10 0.17
H 2.0126 -4.3014 -1.2107 0.07 -0.25 0.04
H 1.5078 -2.7154 -1.7933 0.16 0.00 -0.32
H -0.4108 -5.4838 0.0294 0.20 -0.17 -0.11
H -1.7778 -6.2438 1.7202 0.11 -0.11 -0.15
H -3.2807 -5.6673 3.5848 -0.06 -0.26 -0.03
H -3.4165 -3.3516 4.4033 -0.12 0.02 0.13
H -1.9810 -1.5922 3.3516 -0.08 0.16 0.13
H -0.4857 -2.1525 1.5385 0.04 0.00 -0.10
H 6.6745 -3.8438 2.8082 0.10 0.14 0.16
H 7.4254 -5.4334 2.4920 0.14 -0.08 0.26
H 6.9993 -4.4122 1.1560 0.07 0.18 -0.12
H 5.5709 -6.5039 4.2522 0.15 -0.10 0.02
H 4.3038 -5.3090 4.4452 -0.05 0.24 0.07
H 3.8433 -8.0579 3.2082 0.05 -0.24 -0.04
H 2.6276 -6.8406 3.5994 -0.18 -0.04 -0.22
H 3.9420 -7.2333 5.8038 0.02 0.04 0.14
H 5.2880 -8.6499 -1.2465 0.26 -0.09 0.00
H 3.5569 -8.6884 -1.4791 -0.19 -0.18 -0.07
H 4.2959 -9.6233 -0.1611 -0.04 -0.26 0.09
C -0.4000 2.3913 -1.2602 -0.04 0.13 0.01
C -0.8694 1.5938 -0.0198 0.58 0.17 -1.09
C -2.2837 1.0565 -0.2425 -0.40 0.03 0.23
C -3.3616 2.1370 -0.1712 0.08 0.08 -0.03
C -3.2476 2.9372 1.1266 -0.17 -0.44 -0.14
C -1.8491 3.5092 1.3582 0.02 1.20 -0.23
N -0.8178 2.4405 1.2117 -1.14 -1.07 0.66
O -0.7439 1.7140 2.2770 0.45 0.27 -0.04
C -1.5878 4.6573 0.3717 0.05 -0.04 -0.26
C -1.7665 4.1081 2.7576 0.09 -0.21 0.25
C 0.0902 0.4258 0.1420 0.18 -0.27 0.28
H 0.0738 1.7249 -1.9807 -0.03 -0.13 0.07
H -1.2151 2.8863 -1.7877 0.01 0.03 0.06
H 0.3380 3.1459 -0.9870 0.00 -0.02 0.02
H -2.4990 0.2925 0.5122 0.09 0.03 0.05
H -2.3191 0.5527 -1.2108 0.09 -0.01 -0.02
H -3.3010 2.8041 -1.0361 0.03 0.00 0.04
H -4.3461 1.6670 -0.2203 0.00 0.00 -0.01
H -3.9676 3.7582 1.1206 0.05 0.08 0.03
H -3.5158 2.2898 1.9681 0.12 0.00 0.03
H -0.5532 4.9996 0.4292 0.01 -0.04 0.05
H -2.2307 5.5052 0.6085 -0.05 -0.04 0.14
H -1.8068 4.3950 -0.6598 0.02 0.05 0.04
H -2.0398 3.3915 3.5299 0.08 -0.05 -0.06
H -2.4551 4.9496 2.8262 -0.02 0.04 -0.09
H -0.7597 4.4716 2.9688 0.01 -0.01 -0.02
H 1.1087 0.7697 0.3388 -0.03 0.05 0.01
H 0.0985 -0.1683 -0.7721 -0.07 0.07 -0.09
H -0.2106 -0.2358 0.9525 0.04 0.17 0.04
C -2.7955 5.3208 -6.2382 -0.03 0.14 0.03
C -3.3430 4.5666 -5.0040 0.68 0.07 -1.06
C -4.7667 4.0763 -5.2705 -0.39 0.04 0.20
C -5.8098 5.1924 -5.2599 0.07 0.05 0.02
C -5.7167 6.0137 -3.9745 -0.17 -0.41 -0.13
C -4.3101 6.5442 -3.6993 0.11 1.20 -0.27
N -3.3107 5.4380 -3.7899 -1.24 -0.99 0.55
O -3.3136 4.7287 -2.7132 0.50 0.19 0.08
C -3.9683 7.6806 -4.6798 0.05 -0.08 -0.16
C -4.2557 7.1554 -2.3037 0.05 -0.19 0.27
C -2.4276 3.3674 -4.7839 0.04 -0.15 0.32
H -2.3169 4.6252 -6.9259 -0.04 -0.12 0.06
H -3.5701 5.8315 -6.8081 0.00 0.03 0.06
H -2.0430 6.0547 -5.9498 0.00 -0.01 0.03
H -5.0377 3.3376 -4.5093 0.09 0.04 0.06
H -4.7844 3.5551 -6.2300 0.08 -0.01 -0.02
H -5.6953 5.8381 -6.1350 0.04 0.00 0.01
H -6.8067 4.7547 -5.3375 0.00 0.01 -0.02
H -6.4093 6.8565 -4.0180 0.04 0.07 0.03
H -6.0359 5.3886 -3.1345 0.12 0.00 0.04
H -2.9249 7.9803 -4.5765 0.01 -0.02 0.02
H -4.5863 8.5508 -4.4598 -0.04 -0.04 0.11
H -4.1499 7.4311 -5.7219 0.03 -0.03 0.04
H -4.5814 6.4564 -1.5356 0.07 -0.05 -0.06
H -4.9158 8.0212 -2.2664 -0.02 0.04 -0.09
H -3.2446 7.4850 -2.0600 0.01 -0.02 -0.02
H -1.4087 3.6875 -4.5589 -0.01 0.02 0.00
H -2.4048 2.7656 -5.6913 -0.02 0.06 -0.09
H -2.7728 2.7275 -3.9734 0.01 0.10 0.04


[3]
35
Properties=species:S:1:pos:R:3:forces:R:3 method="wB97M-V/def2-TZVPD" lumo_ev=0.26 de_lowest_kj_mol=241.4 largest_force_ha_per_bohr=0.1169 smiles="N[C@@H](CCC(=O)O)C(=O)N[C@@H](CCC(=O)O)C(=O)O" total_charge=0 orbital_gap_ev=10.060 mol_weight_g_mol=276.25 homo_ev=-9.8 e_tot_ev=-27941.23832
C 1.2630 -0.7353 0.9411 0.22 -1.73 -0.11
C -4.3580 -0.3209 -0.6489 -1.14 1.29 0.30
C -2.1310 0.0484 0.6524 0.25 -0.07 -0.96
C -0.7289 2.1053 -0.0415 5.22 0.42 -1.38
C -1.2412 0.7797 -0.4205 -1.37 -2.72 -0.97
C -3.2376 -0.9411 0.1591 1.26 1.57 0.36
C 3.5555 0.2451 0.4381 -1.08 -1.25 0.90
C 2.1693 0.4646 1.1232 0.84 1.24 -0.72
C 0.6735 -1.0682 -0.4850 1.24 -1.92 -0.92
C 3.6155 0.4421 -1.0910 -0.67 1.14 -3.50
H -1.9157 1.1154 -1.2727 0.51 -0.95 0.66
H -2.2898 2.6059 0.9315 -1.17 -0.53 0.11
H -5.8108 -0.5662 -1.7302 -0.01 -0.67 0.26
H -2.7437 -1.6830 -0.3809 0.41 -1.62 -1.09
H -3.5189 -1.3430 1.1137 -1.07 -0.61 0.10
H -2.7287 0.7670 1.1501 -0.20 0.96 0.91
H -1.4731 -0.4675 1.3993 -0.77 0.44 -0.71
H -0.3029 -0.2321 -2.0128 0.05 -0.37 -0.69
H 4.8922 0.3057 -2.5319 0.26 0.25 2.70
H 4.3959 0.6816 0.9998 -0.32 0.50 -0.77
H 3.7167 -0.8449 0.7291 0.57 1.44 -1.36
H 2.2730 0.6419 2.1960 0.53 -0.71 0.13
H 1.6729 1.4225 0.8899 0.28 -0.62 -0.81
H 0.4269 -0.3979 1.5288 -0.62 -0.69 0.60
H 2.8362 -1.9499 1.1339 1.83 -0.92 -0.97
H 1.3851 -2.7365 1.0058 1.23 0.04 0.39
N 1.9470 -2.0239 1.5038 -4.71 2.08 0.05
N -0.2553 -0.2176 -1.0214 -1.14 1.48 0.90
O 1.0267 -2.1130 -1.1245 -0.93 3.37 1.95
O 2.7326 0.7131 -1.9813 3.55 -1.50 4.61
O 4.9671 0.3337 -1.4959 -2.46 -0.20 -2.06
O 0.3643 2.4517 -0.5379 -3.32 -0.02 1.71
O -4.5474 0.8922 -0.7531 0.71 -1.91 0.08
O -5.2545 -1.1968 -1.2195 1.14 1.41 0.21
O -1.3759 2.8219 0.8534 0.89 1.36 0.08


[4]
90
Properties=species:S:1:pos:R:3:forces:R:3 method="wB97M-V/def2-TZVPD" lumo_ev=-0.95 de_lowest_kj_mol=0.0 largest_force_ha_per_bohr=0.0082 smiles="CCOCCc1cccc2c1C(=O)c1ccc(CC(=O)N(C)C)cc1C2=O.NC(N)=O.NC(N)=O.NC(N)=O.NC(N)=O.NC(N)=O" total_charge=0 orbital_gap_ev=8.378 mol_weight_g_mol=665.71 homo_ev=-9.3 e_tot_ev=-63520.81499
C -1.8166 7.8904 4.2662 -0.13 0.10 -0.05
C -2.2837 6.4792 3.9896 0.01 -0.12 -0.27
O -3.6544 6.4802 3.5953 -0.07 0.40 0.11
C -4.5230 5.6813 4.3567 0.01 -0.31 0.03
C -4.5672 4.2358 3.8539 0.06 0.11 0.04
C -4.6982 4.0995 2.3551 -0.02 -0.09 -0.15
C -5.3434 5.1128 1.6451 0.11 -0.15 -0.10
C -5.4632 5.0826 0.2644 0.01 0.03 0.26
C -4.9118 4.0386 -0.4553 -0.05 0.07 0.09
C -4.2707 3.0082 0.2154 -0.11 0.13 0.10
C -4.1821 3.0093 1.6233 -0.03 0.17 -0.09
C -3.5584 1.8341 2.2969 -0.07 0.02 0.06
O -3.6120 1.6610 3.4981 -0.03 -0.04 -0.05
C -2.8646 0.8223 1.4471 0.08 -0.08 -0.09
C -2.1684 -0.2085 2.0720 0.10 -0.11 -0.10
C -1.5259 -1.1684 1.3140 0.01 0.04 -0.12
C -1.5715 -1.1319 -0.0842 -0.02 0.04 0.19
C -0.8445 -2.1651 -0.9076 0.19 -0.07 -0.22
C -1.0553 -3.5549 -0.3474 -0.03 -0.19 -0.14
O -2.0722 -4.1797 -0.5545 -0.11 0.14 0.26
N 0.0161 -4.0398 0.4318 -0.34 -0.16 0.02
C -0.3851 -5.0734 1.3900 0.20 0.03 -0.03
C 1.0495 -4.5461 -0.4887 0.21 0.13 0.07
C -2.2761 -0.1149 -0.7029 -0.06 0.06 0.12
C -2.9152 0.8617 0.0562 0.05 -0.11 0.12
C -3.6783 1.9316 -0.6290 -0.01 0.01 -0.02
O -3.7968 1.9406 -1.8364 0.01 0.00 -0.03
H -0.8047 7.8896 4.6677 0.06 -0.04 0.01
H -2.4829 8.3862 4.9722 0.02 -0.02 0.09
H -1.8216 8.4722 3.3448 0.00 0.04 -0.02
H -2.1303 5.8335 4.8557 -0.04 -0.04 0.08
H -1.7053 6.0590 3.1668 0.10 -0.10 0.06
H -4.2044 5.6478 5.4030 -0.01 0.08 0.08
H -5.5097 6.1479 4.3522 0.00 0.06 -0.16
H -5.3972 3.7199 4.3437 0.03 -0.11 0.05
H -3.6674 3.7293 4.1867 0.04 -0.03 0.01
H -5.7379 5.9535 2.1943 -0.03 0.07 -0.05
H -5.9696 5.8950 -0.2377 -0.02 0.00 -0.08
H -4.9709 4.0104 -1.5324 0.03 -0.06 -0.06
H -2.1301 -0.2503 3.1504 -0.06 0.07 0.05
H -0.9704 -1.9590 1.8020 0.02 -0.01 0.04
H 0.2226 -1.9360 -0.9082 0.03 0.03 0.01
H -1.2049 -2.1386 -1.9350 -0.06 0.01 -0.01
H -0.9653 -5.8715 0.9255 -0.05 -0.05 -0.03
H 0.5172 -5.5055 1.8167 0.06 0.03 0.03
H -0.9577 -4.6240 2.1981 -0.13 0.01 -0.02
H 1.0059 -3.9935 -1.4273 0.05 -0.03 -0.06
H 0.8331 -5.5975 -0.6881 0.10 -0.05 -0.20
H 2.0559 -4.4473 -0.0911 -0.03 0.02 0.19
H -2.3489 -0.0603 -1.7798 -0.02 0.01 -0.06
C 5.0407 -2.7179 0.3026 0.07 0.09 0.06
O 4.1212 -3.5240 0.1855 -0.08 0.11 -0.13
N 6.0798 -2.6756 -0.5673 0.11 -0.23 0.19
N 5.0677 -1.8033 1.3140 0.02 -0.06 0.00
H 6.8199 -2.0035 -0.5087 -0.07 0.10 -0.08
H 6.0753 -3.3277 -1.3291 -0.04 0.04 -0.05
H 4.3117 -1.8202 1.9719 -0.02 0.00 -0.01
H 5.7954 -1.1230 1.4197 0.00 0.01 -0.01
C 4.0600 -1.4803 -3.3748 0.02 -0.11 -0.12
O 4.9154 -0.7850 -2.8388 0.08 0.03 0.00
N 3.7970 -1.3678 -4.7080 -0.21 0.10 0.00
N 3.3420 -2.4197 -2.6975 0.02 0.20 0.08
H 3.1626 -1.9597 -5.2096 0.07 -0.09 0.01
H 4.3119 -0.6769 -5.2203 -0.02 0.00 -0.05
H 3.5221 -2.5371 -1.7125 -0.01 -0.18 0.01
H 2.6485 -2.9947 -3.1362 0.03 -0.01 -0.05
C 0.9655 4.8647 2.4158 -0.06 -0.02 -0.06
O 0.5890 4.9911 3.5668 0.06 0.01 0.05
N 0.2079 4.2327 1.4669 0.03 0.01 0.02
N 2.1694 5.3485 1.9799 -0.01 -0.02 0.00
H 0.4922 4.1220 0.5126 0.00 0.00 -0.01
H -0.6785 3.8651 1.7588 -0.01 0.00 0.01
H 2.7434 5.8190 2.6533 -0.01 0.01 0.01
H 2.4933 5.2585 1.0364 -0.01 -0.01 -0.01
C -1.8582 -8.3478 -1.8669 -0.08 0.04 0.05
O -1.2894 -9.4032 -2.0791 0.00 0.01 -0.02
N -1.1938 -7.1544 -1.7843 0.00 0.05 -0.02
N -3.2129 -8.2645 -1.6859 0.00 0.00 -0.01
H -1.6428 -6.2717 -1.6065 -0.01 -0.02 0.06
H -0.2022 -7.1859 -1.9238 0.01 -0.02 -0.04
H -3.7350 -9.1183 -1.7348 0.00 -0.01 0.00
H -3.6909 -7.4027 -1.5029 0.02 0.01 0.01
C 7.1278 -2.2801 -6.3890 0.00 0.06 0.03
O 6.2316 -3.0882 -6.5555 -0.01 -0.02 -0.01
N 8.2338 -2.2406 -7.1960 -0.01 0.01 0.00
N 7.0963 -1.3459 -5.3903 -0.06 0.02 -0.02
H 8.9820 -1.5855 -7.0777 0.00 0.00 0.02
H 8.2825 -2.9127 -7.9378 -0.01 -0.01 -0.01
H 6.3153 -1.3611 -4.7573 0.08 -0.01 0.15
H 7.8199 -0.6699 -5.2388 0.04 -0.03 -0.02